Record 1
{"formula": "C5H7N2O4P", "method": "ωB97M-V/def2-TZVPD", "charge": -2, "homo_ev": 0.4, "smiles": "Cc1noc(OP(=N)([O-])[O-])c1C", "elements": ["C", "C", "C", "C", "C", "N", "N", "O", "O", "O", "O", "P", "H", "H", "H", "H", "H", "H", "H"], "xyz": [[-0.161, 0.060, 0.698], [0.081, -1.219, 1.083], [-1.186, -0.114, -0.313], [0.548, 1.365, 0.732], [1.137, -1.700, 2.040], [-0.704, -2.128, 0.502], [-0.036, -0.064, -2.283], [-2.013, 1.001, -3.416], [-0.360, 2.550, -2.189], [-1.933, 0.780, -0.757], [-1.527, -1.420, -0.381], [-0.924, 1.210, -2.452], [1.049, 1.376, -0.332], [-0.220, 2.170, 0.659], [1.198, 1.558, 1.556], [0.675, -1.861, 2.983], [1.359, -2.632, 1.668], [2.010, -1.037, 2.091], [1.007, 0.105, -1.890]]}

Record 2
{"formula": "C4H4O", "method": "ωB97M-V/def2-TZVPD", "homo_ev": [-7.5, -10.3], "elements": ["C", "C", "C", "C", "O", "H", "H", "H", "H"], "xyz": [[-2.084, -0.780, 0.605], [-0.922, -0.510, 0.370], [1.413, 0.039, -0.869], [0.348, -0.175, 0.079], [1.594, -0.408, 0.487], [-3.085, -0.980, 0.841], [1.612, -0.718, -1.623], [1.760, 1.041, -1.078], [-0.636, 2.490, 1.189]]}

Record 3
{"formula": "C3H5NO2", "method": "ωB97M-V/def2-TZVPD", "homo_ev": -8.5, "smiles": "CNC(=O)C=O", "elements": ["C", "N", "C", "O", "C", "O", "H", "H", "H", "H", "H"], "xyz": [[1.461, -0.872, 0.105], [0.198, -0.274, -0.238], [-0.396, 0.681, 0.465], [0.021, 1.251, 1.470], [-2.051, 0.958, -0.417], [-2.297, 0.264, -1.355], [1.849, -0.336, 0.973], [1.338, -1.929, 0.363], [2.170, -0.783, -0.723], [-0.342, -0.596, -1.031], [-1.951, 1.636, 0.389]]}

Record 4
{"formula": "C5H6O", "method": "ωB97M-V/def2-TZVPD", "homo_ev": -10.3, "smiles": "C#CC[C@H]1CO1", "elements": ["C", "C", "C", "C", "C", "O", "H", "H", "H", "H", "H", "H"], "xyz": [[2.291, 0.554, -0.194], [1.366, -0.142, 0.129], [0.254, -1.079, 0.365], [-0.828, -0.004, 0.565], [-1.393, 0.662, -0.595], [-2.300, 0.058, 0.284], [3.193, 1.020, -0.512], [0.459, -1.744, 1.222], [0.204, -1.701, -0.538], [-0.601, 0.521, 1.492], [-1.301, 0.111, -1.532], [-1.346, 1.743, -0.688]]}

Record 5
{"formula": "C54H53Cl2N2O3Sb2TeY", "method": "ωB97M-V/def2-TZVPD", "charge": -2, "homo_ev": 0.1, "elements": ["Y", "C", "Sb", "C", "C", "C", "C", "C", "C", "C", "C", "C", "Sb", "C", "C", "H", "H", "H", "H", "H", "H", "H", "H", "H", "H", "H", "H", "H", "H", "H", "H", "H", "H", "H", "H", "C", "C", "C", "C", "C", "O", "C", "C", "C", "C", "C", "C", "C", "O", "C", "C", "C", "N", "C", "C", "Te", "C", "C", "C", "C", "C", "C", "C", "C", "C", "C", "C", "C", "H", "H", "H", "H", "H", "H", "H", "H", "H", "H", "H", "H", "H", "H", "H", "H", "H", "H", "H", "H", "H", "H", "H", "H", "Cl", "Cl", "C", "C", "C", "C", "N", "C", "H", "H", "H", "H", "O", "C", "C", "C", "C", "C", "C", "C", "C", "H", "H", "H", "H", "H"], "xyz": [[-0.097, 0.255, -0.320], [4.415, 1.392, 0.687], [2.671, 1.879, -0.604], [3.272, 1.272, -2.621], [3.662, 3.905, -0.705], [3.102, 4.747, -1.768], [3.784, 4.860, -2.998], [3.348, 5.790, -3.958], [2.147, 6.484, -3.774], [1.373, 6.290, -2.613], [1.873, 5.478, -1.555], [1.207, 5.407, -0.255], [-0.154, 3.474, -0.257], [-1.306, 4.771, -1.824], [-1.268, 4.122, 1.595], [5.278, 2.001, 0.388], [4.672, 0.355, 0.685], [4.107, 1.649, 1.699], [4.363, 1.332, -2.673], [2.821, 1.997, -3.325], [2.932, 0.271, -2.873], [4.712, 3.599, -0.855], [3.523, 4.257, 0.345], [4.641, 4.228, -3.252], [3.964, 5.977, -4.848], [1.798, 7.193, -4.540], [0.424, 6.818, -2.552], [0.373, 6.118, -0.147], [1.822, 5.298, 0.640], [-0.882, 5.597, -2.394], [-2.157, 4.997, -1.198], [-1.615, 3.987, -2.533], [-1.684, 5.105, 1.361], [-0.589, 4.213, 2.449], [-2.061, 3.388, 1.732], [0.096, 0.290, 6.998], [0.187, 0.004, 5.517], [1.333, -0.489, 4.919], [1.469, -0.895, 3.547], [2.928, -1.355, 3.185], [3.910, -0.832, 3.725], [3.294, -2.465, 2.206], [4.616, -2.444, 1.722], [4.966, -3.178, 0.587], [4.019, -4.001, -0.016], [2.764, -4.125, 0.541], [2.409, -3.391, 1.675], [0.322, -0.834, 2.681], [0.234, -1.078, 1.504], [-0.816, -0.221, 3.305], [-0.891, 0.205, 4.634], [-2.103, -0.153, 2.434], [-2.173, -0.327, 1.284], [-3.542, -0.142, 0.589], [-3.407, -0.391, -0.826], [-4.283, -2.596, -0.999], [-3.137, -3.361, 0.642], [-3.812, -3.548, 1.861], [-3.183, -4.235, 2.907], [-1.863, -4.660, 2.782], [-1.172, -4.457, 1.578], [-1.794, -3.758, 0.536], [-3.371, -0.004, 3.187], [-4.305, 1.016, 2.931], [-5.551, 0.945, 3.485], [-5.859, -0.103, 4.370], [-4.938, -1.097, 4.612], [-3.654, -0.989, 4.093], [1.077, 0.080, 7.423], [-0.626, -0.367, 7.506], [-0.141, 1.350, 7.209], [2.225, -0.550, 5.568], [5.347, -1.819, 2.257], [5.975, -3.104, 0.140], [4.285, -4.566, -0.911], [2.000, -4.799, 0.137], [1.434, -3.598, 2.144], [-1.818, 0.707, 4.943], [-3.875, 0.909, 0.644], [-4.465, -0.525, 1.056], [-2.418, -0.152, -1.335], [-4.084, 0.198, -1.461], [-4.853, -3.214, 1.969], [-3.745, -4.443, 3.840], [-1.350, -5.145, 3.616], [-0.163, -4.875, 1.441], [-1.228, -3.572, -0.383], [-4.095, 1.855, 2.264], [-6.296, 1.706, 3.239], [-6.824, -0.130, 4.900], [-5.134, -1.940, 5.286], [-2.928, -1.770, 4.322], [2.495, -1.008, -0.698], [-1.904, -2.335, -5.648], [-2.282, -0.806, -4.785], [-2.973, 0.266, -5.124], [-2.973, 1.363, -4.270], [-2.060, 1.370, -3.263], [-1.148, 0.398, -2.989], [-1.652, -0.791, -3.543], [-3.537, 0.198, -6.045], [-3.606, 2.252, -4.398], [-1.948, 2.283, -2.699], [-0.982, -1.604, -3.238], [-1.618, 2.415, -0.428], [1.159, -1.634, -1.582], [1.340, -2.346, -2.625], [1.235, -3.235, -3.729], [1.371, -2.859, -5.089], [1.609, -3.825, -6.064], [1.664, -5.176, -5.712], [1.483, -5.564, -4.387], [1.234, -4.613, -3.420], [1.340, -1.807, -5.341], [1.783, -3.519, -7.104], [1.884, -5.934, -6.473], [1.543, -6.622, -4.114], [1.084, -4.942, -2.384]]}

Number 1: E_tot -25756.601 eV. Number 2: E_tot -6252.373 eV. Number 3: E_tot -8774.294 eV. Number 4: E_tot -7325.808 eV. Number 5: E_tot -112427.926 eV.